No. 1
7
Properties=species:S:1:pos:R:3:lowdin_charge:R:1 method="wB97M-V/def2-TZVPD" max_force_ev_per_a=5.6 orbital_gap_ev=11.6 e_homo_ev=-11.517 total_charge=0 lumo_ev=0.09
N -0.03378 0.91027 -2.32291 0.11
C 0.09105 0.48686 -1.26616 -0.31
S 0.18247 0.07787 0.50302 0.60
N -0.38740 -1.24080 0.75061 -0.22
O -0.14049 1.27455 1.12442 -0.32
H 1.63032 -0.21670 0.34725 0.12
H -1.34217 -1.29206 0.86378 0.00

***

No. 2
8
Properties=species:S:1:pos:R:3:lowdin_charge:R:1 method="wB97M-V/def2-TZVPD" max_force_ev_per_a=2.8 orbital_gap_ev=9.4 e_homo_ev=-9.262 total_charge=0 lumo_ev=0.12
C 0.83986 -0.42598 -0.49425 -0.23
N 1.47763 0.45429 0.07816 -0.44
N -0.70675 0.48797 1.53863 -0.56
O -0.13135 -2.07916 1.66494 -0.53
S 0.93771 1.28085 1.36663 0.84
S -0.82702 -1.09264 0.85634 0.84
H 1.23072 -1.03305 -1.32703 0.08
H -1.38607 0.99729 0.98389 0.00